<i>
This record from the Open Molecules 2025 dataset describes an isolated ion of composition C3H8N2 and charge +1. The level of theory is ωB97M-V with the def2-TZVPD basis set.

Results
Total charge: +1
Expectation value of S²: 0.785
LUMO (spin up / spin down), eV: -4.1 / -8.3
2S+1: 2
Gap between HOMO and LUMO (spin up / spin down), eV: 12.299 / 8.326

Cartesian coordinates (Å):
C 1.7619 -1.2035 0.9830
C 1.0160 0.0997 0.6933
N -0.1162 -0.0868 -0.1824
C -1.0139 0.8522 -0.4950
N -1.9487 0.4808 -1.3191
H 1.6976 -1.4860 2.0239
H 2.8122 -1.1220 0.7230
H 1.3793 -2.0454 0.3920
H 0.6455 0.5588 1.6156
H 1.6931 0.8466 0.2753
H -0.2014 -0.9678 -0.6917
H -0.8765 1.8383 -0.0628
H -2.6612 1.1855 -1.5117



<ii>
This record from the Open Molecules 2025 dataset describes an isolated ion of composition C3H8N2 and charge +1. The level of theory is ωB97M-V with the def2-TZVPD basis set.

Results
Total charge: +1
Expectation value of S²: 0.755
LUMO (spin up / spin down), eV: -4.2 / -7.9
2S+1: 2
Gap between HOMO and LUMO (spin up / spin down), eV: 10.842 / 7.812

Cartesian coordinates (Å):
C 0.0290 1.1884 1.1627
C -0.0865 0.0062 0.2840
C 0.3812 0.0646 -1.0342
N 0.2129 -0.9820 -1.8917
N -0.8329 -1.1306 0.6563
H 0.7406 1.9100 0.7816
H 0.5161 0.9346 2.1166
H -0.9536 1.5752 1.4276
H 1.0512 0.8706 -1.3174
H 0.9563 -1.6885 -1.8444
H 0.3293 -0.6459 -2.8500
H -1.7789 -0.7945 0.8776
H -0.5646 -1.3082 1.6313



What should be chosen as the least stable of them? Choose <ii>.



<i>
This record from the Open Molecules 2025 dataset describes an isolated ion of composition C8H11O2 and charge -1. The level of theory is ωB97M-V with the def2-TZVPD basis set.

Results
Total charge: -1
LUMO, eV: 3.7
Structure (SMILES): C=C/C(=C\CC(=O)[O-])CC
Gap between HOMO and LUMO, eV: 7.433

Cartesian coordinates (Å):
C -1.8319 2.1919 0.4403
C -0.7104 1.5688 0.1232
C -0.4397 0.1911 -0.3935
C 0.7377 -0.2162 -1.0128
C 2.0981 0.3180 -1.2285
C 2.6957 0.1038 0.3182
O 2.6500 1.0646 1.0949
O 3.2202 -0.9840 0.4356
C -1.4106 -1.0016 -0.2975
C -1.0569 -1.8011 1.0138
H -1.7970 3.2248 0.8119
H -2.7963 1.7077 0.3558
H 0.1884 2.1829 0.4049
H 0.7044 -1.2710 -1.4458
H 2.6194 -0.4072 -1.9093
H 1.9917 1.3566 -1.4808
H -1.3016 -1.5318 -1.1500
H -2.5524 -0.8201 -0.2299
H -1.2657 -1.0456 1.9391
H -0.0265 -2.1608 0.9437
H -1.7165 -2.6707 1.2667



<ii>
This record from the Open Molecules 2025 dataset describes a 2-piece molecular cluster, C8H11O2 overall. The level of theory is ωB97M-V with the def2-TZVPD basis set.

Results
Total charge: -1
LUMO, eV: 3.9
Gap between HOMO and LUMO, eV: 6.104

Cartesian coordinates (Å):
C 0.0610 -0.4855 2.6475
C 0.6486 2.4610 -0.6646
C 0.2422 0.4090 1.6533
C 0.1294 1.2355 -0.7576
C 1.9347 -0.6551 -0.3479
C -1.6261 -1.1577 -1.4914
C -0.8593 -0.9967 -0.0846
C -0.0991 0.2351 0.2482
O 2.6733 0.2853 -0.1807
O 1.7314 -1.8136 -0.6176
H 0.5177 -0.3914 3.5415
H -0.5394 -1.4247 2.3580
H 0.6928 3.2472 -1.5619
H 1.2214 2.8557 0.2141
H 0.9236 1.3594 1.7184
H -0.4371 1.1254 -1.7690
H -0.8672 -1.1810 -2.3879
H -2.3518 -0.2649 -1.7779
H -2.2966 -1.9962 -1.5673
H -1.4785 -1.0422 0.7831
H -0.2209 -1.8046 0.0443



What should be chosen as the least stable of them? Choose <ii>.



<i>
This record from the Open Molecules 2025 dataset describes a 3-piece molecular cluster, CH7O3 overall. The level of theory is ωB97M-V with the def2-TZVPD basis set.

Results
Total charge: -1
LUMO, eV: 4.6
Gap between HOMO and LUMO, eV: 8.303

Cartesian coordinates (Å):
C 1.0846 -0.2796 1.1164
O -0.2162 0.1133 0.8576
H 0.9174 -1.0193 1.8838
H 1.6410 -0.8026 0.3637
H 1.5912 0.6971 1.2320
H -0.8325 -0.8377 -0.1244
H -0.7894 -0.9342 -1.7663
O -1.0146 -1.4964 -1.0141
H -1.3099 2.0515 -1.0110
H -0.4099 1.0614 -0.2950
O -0.6617 1.4464 -1.2426



<ii>
This record from the Open Molecules 2025 dataset describes a 3-piece molecular cluster, CH7O3 overall. The level of theory is ωB97M-V with the def2-TZVPD basis set.

Results
Total charge: -1
LUMO, eV: 4.6
Gap between HOMO and LUMO, eV: 7.888

Cartesian coordinates (Å):
C -0.2218 -1.6805 0.7734
O -0.2708 -0.3157 0.7373
H -1.1771 -2.1143 0.3887
H 0.6158 -2.0758 0.1364
H -0.0230 -2.1050 1.7800
H -0.8500 0.0277 -0.6572
H -0.5986 -0.4693 -2.1597
O -1.1761 0.0690 -1.6275
H 0.8821 2.2915 0.7795
H 1.4438 0.9623 0.2780
O 1.5869 1.9335 0.2234



What should be chosen as the least stable of them? Choose <i>.



<i>
This record from the Open Molecules 2025 dataset describes one molecule with the formula C2H3N3O4. The level of theory is ωB97M-V with the def2-TZVPD basis set.

Results
Total charge: 0
LUMO, eV: 0.5
Structure (SMILES): N/N=c1\oc(=O)on1O
Gap between HOMO and LUMO, eV: 10.153

Cartesian coordinates (Å):
N -2.6885 -0.7832 -0.1532
N -1.9469 0.2671 0.2414
C -0.6819 0.2163 0.0479
O -0.0844 -0.9662 -0.3474
C 1.2596 -0.8381 0.0085
O 2.1882 -1.5970 -0.1867
O 1.3432 0.3600 0.7083
N 0.2400 1.1988 0.4159
O 0.5993 2.0181 -0.6786
H -3.4820 -0.7829 0.3871
H -2.1454 -1.6495 0.0054
H 0.5583 2.8668 -0.2242



<ii>
This record from the Open Molecules 2025 dataset describes C2H3N3O4 as an isolated structure. The level of theory is ωB97M-V with the def2-TZVPD basis set.

Results
Total charge: 0
LUMO, eV: 0.1
Gap between HOMO and LUMO, eV: 9.598

Cartesian coordinates (Å):
C 0.7685 -0.0980 0.4562
C -1.0332 -0.2117 -0.7805
H 1.4241 -1.0332 3.4243
H 0.0822 2.5324 -1.7660
H -2.0861 -1.6523 -0.0640
N 1.5684 -0.4254 1.3752
N -0.1160 0.7181 -1.3135
N -2.2352 -0.7574 -1.0545
O 0.9747 -1.2628 2.3034
O 1.0552 0.5896 -0.6399
O -0.6498 1.9977 -1.1611
O -0.4241 -0.6664 0.4104



What should be chosen as the least stable of them? Choose <ii>.



<i>
This record from the Open Molecules 2025 dataset describes one molecule with the formula C9H16N2. The level of theory is ωB97M-V with the def2-TZVPD basis set.

Results
Total charge: 0
LUMO, eV: 0.9
Structure (SMILES): C=C(C)/C=C\C(C)(C)/C=N/N
Gap between HOMO and LUMO, eV: 9.860

Cartesian coordinates (Å):
C -0.7130 -1.0362 -1.9489
C -1.6375 -0.3597 -1.3647
C -2.8353 0.3985 -1.9463
C -1.7115 -0.5556 0.0979
C -0.8328 -0.5551 1.0568
C 0.6136 -0.0865 1.2285
C 0.6896 0.8965 2.5214
C 1.5272 -1.3074 1.5062
C 1.0500 0.7099 0.0887
N 2.0547 0.4272 -0.6124
N 2.3009 1.0993 -1.8014
H -0.5703 -1.1795 -3.0310
H 0.0749 -1.3169 -1.3817
H -2.5342 0.4452 -3.0082
H -2.7646 1.4651 -1.6721
H -3.7432 -0.1696 -1.9291
H -2.6845 -1.0426 0.3153
H -1.1039 -0.9143 2.0125
H 1.3671 1.7732 2.3062
H 1.1746 0.3815 3.3549
H -0.3009 1.1634 2.8616
H 2.4797 -1.0511 1.9338
H 1.5434 -1.9951 0.6639
H 0.9904 -1.9143 2.3337
H 0.3156 1.5746 -0.0902
H 1.9417 2.0379 -1.6484
H 3.3084 1.1115 -1.8470



<ii>
This record from the Open Molecules 2025 dataset describes one molecule with the formula C9H16N2. The level of theory is ωB97M-V with the def2-TZVPD basis set.

Results
Total charge: 0
LUMO, eV: 0.9
Structure (SMILES): C[C@@H]1C[C@H](C)N1C(C)(C)C#N
Gap between HOMO and LUMO, eV: 10.054

Cartesian coordinates (Å):
C 1.4942 -1.5645 -1.3770
C 1.4309 -0.2708 -0.5260
C 2.0368 -0.3262 0.8646
C 0.5708 0.0014 1.4137
C -0.0971 -0.7912 2.5555
N 0.0570 -0.2556 0.0536
C -0.9266 0.8480 -0.6749
C -2.2244 0.9309 0.1317
C -1.3107 0.3460 -1.9992
C -0.3046 2.1605 -0.5977
N 0.1824 3.1949 -0.3766
H 2.2542 -1.5494 -2.1715
H 0.4544 -1.6240 -1.7667
H 1.8264 -2.4092 -0.8725
H 1.8266 0.5576 -1.1857
H 2.3409 -1.2928 1.1301
H 2.8556 0.2956 1.0449
H 0.4238 1.0219 1.6003
H 0.0917 -0.2759 3.4841
H 0.1336 -1.7901 2.8223
H -1.1792 -0.7228 2.4411
H -3.0567 1.3818 -0.4646
H -2.5092 -0.0946 0.4054
H -2.1828 1.6268 1.0195
H -1.1725 1.1166 -2.7552
H -2.3250 -0.0327 -1.8466
H -0.6905 -0.4823 -2.3526



What should be chosen as the least stable of them? Choose <i>.



<i>
This record from the Open Molecules 2025 dataset describes C5H6N4 as an isolated structure. The level of theory is ωB97M-V with the def2-TZVPD basis set.

Results
Total charge: 0
LUMO, eV: 0.1
Gap between HOMO and LUMO, eV: 7.799

Cartesian coordinates (Å):
C 2.1241 -0.9452 -0.9029
C 0.7631 -0.8267 -0.4048
C -1.2144 0.0260 0.3330
C -1.8051 1.2715 0.7556
C 0.0804 0.4523 0.0030
H 2.2903 -2.1156 -1.2438
H 2.6042 -0.9567 -0.1334
H 2.4889 -0.0607 -1.5456
H -1.9612 -2.4978 0.4002
H -3.0221 1.7843 1.0283
H -0.5126 3.1059 0.9954
N -0.1725 -1.7965 -0.3693
N -1.3182 -1.2786 0.1572
N -0.8119 2.2653 0.6655
N 0.4671 1.5725 0.2618



<ii>
This record from the Open Molecules 2025 dataset describes one molecule with the formula C5H6N4. The level of theory is ωB97M-V with the def2-TZVPD basis set.

Results
Total charge: 0
LUMO, eV: -0.5
Structure (SMILES): N/N=c1\ccnccn1
Gap between HOMO and LUMO, eV: 7.580

Cartesian coordinates (Å):
N -1.8718 -1.1609 -1.4475
N -1.8754 -0.4729 -0.2811
C -0.8690 0.3345 -0.1607
C 0.1911 0.4867 -1.1068
C 1.4863 0.2356 -0.6733
N 1.8547 -0.2495 0.5127
C 1.2304 0.0161 1.6290
C 0.1096 0.9628 1.8383
N -0.9057 1.0865 1.0578
H -0.9073 -1.3368 -1.8331
H -2.4939 -2.0362 -1.3600
H -0.0298 0.8270 -2.0611
H 2.3427 0.1876 -1.3569
H 1.5845 -0.5066 2.4942
H 0.1535 1.6261 2.7486



What should be chosen as the least stable of them? Choose <i>.



<i>
This record from the Open Molecules 2025 dataset describes a 2-piece molecular cluster, C6H7N3 overall. The level of theory is ωB97M-V with the def2-TZVPD basis set.

Results
Total charge: 0
LUMO (spin up / spin down), eV: -0.9 / -1.0
Gap between HOMO and LUMO (spin up / spin down), eV: 7.680 / 8.023

Cartesian coordinates (Å):
C 1.7661 -1.3151 0.4657
C -1.4332 1.3506 0.4142
C -1.7331 0.0730 0.1487
C -0.0871 1.6850 0.7990
C -0.6984 -0.9951 0.2307
C 0.6892 -0.4064 0.3148
N 2.6252 -2.0685 0.5570
N 0.9040 0.8699 0.7630
N 1.0621 -0.1515 -1.8107
H -2.1699 2.1359 0.3670
H -2.7353 -0.2363 -0.1090
H 0.1346 2.6858 1.1470
H -0.8881 -1.6240 1.1142
H -0.7681 -1.6520 -0.6398
H 1.7088 0.6319 -1.7731
H 1.6233 -0.9831 -1.9886



<ii>
This record from the Open Molecules 2025 dataset describes one molecule with the formula C6H7N3. The level of theory is ωB97M-V with the def2-TZVPD basis set.

Results
Total charge: 0
LUMO, eV: 0.3
Structure (SMILES): N#CC1=C(N)[C@@H]2N[C@@H]2C1
Gap between HOMO and LUMO, eV: 8.669

Cartesian coordinates (Å):
N 3.5943 -0.5633 -0.0927
C 2.3063 -0.5230 0.4274
C 0.8933 -0.4738 0.2319
C 0.3739 0.7698 0.0634
N 0.7960 2.0763 -0.0974
C -1.1795 0.6467 -0.2934
N -1.8933 -0.1621 0.7589
C -1.3883 -0.7667 -0.4275
C -0.1553 -1.5349 -0.1191
H 1.7774 2.2812 0.0240
H 0.0545 2.7603 0.2186
H -1.7496 1.3786 -0.7427
H -1.5029 -0.2015 1.7596
H -1.9231 -1.3836 -1.2511
H -0.2408 -2.3800 0.5696
H 0.2370 -1.9240 -1.0296



What should be chosen as the least stable of them? Choose <ii>.